Entry 1:
Here is a single C4H9NO molecule from the OMol25 dataset. Energies are from ωB97M-V/def2-TZVPD.

As for the gap between HOMO and LUMO: 10.906 eV. As for the SMILES: C[C@H]1N[C@H]1CO. The largest force on an atom is 0.42 eV/A. As for the HOMO energy: -9.907 eV. Its multiplicity is 1.

CARTESIAN COORDINATES (ANGSTROEM)
C 1.66 0.72 -0.11
C 0.76 -0.31 -0.75
N 0.18 -1.32 0.14
C -0.71 -0.37 -0.53
C -1.46 0.55 0.44
O -1.76 -0.11 1.64
H 1.73 1.61 -0.74
H 1.29 1.01 0.87
H 2.66 0.30 0.02
H 1.09 -0.66 -1.72
H 0.15 -2.24 -0.29
H -1.31 -0.77 -1.35
H -2.40 0.86 -0.01
H -0.87 1.46 0.62
H -1.01 -0.72 1.78

Entry 2:
Here is a single C5H11NO molecule at a distorted geometry from the OMol25 dataset. Energies are from ωB97M-V/def2-TZVPD.

As for the gap between HOMO and LUMO: 9.767 eV. As for the SMILES: C[C@@H](C=O)N(C)C. The largest force on an atom is 1.31 eV/A. As for the HOMO energy: -8.882 eV. Its multiplicity is 1.

CARTESIAN COORDINATES (ANGSTROEM)
C 0.82 0.09 -1.50
C 0.27 -0.75 -0.34
C 1.42 -1.39 0.44
O 2.38 -1.89 -0.09
N -0.59 -0.07 0.64
C 0.03 1.13 1.16
C -1.93 0.18 0.14
H 1.20 -0.62 -2.24
H 1.73 0.59 -1.19
H 0.06 0.72 -1.94
H -0.32 -1.59 -0.73
H 1.26 -1.41 1.52
H -0.67 1.64 1.82
H 0.91 0.89 1.75
H 0.33 1.85 0.39
H -2.35 -0.74 -0.26
H -1.99 1.00 -0.59
H -2.58 0.38 1.00

Entry 3:
Here is a gas-phase ion, C16H32BN6O6 (charge +1) at a distorted geometry from the OMol25 dataset. Energies are from ωB97M-V/def2-TZVPD.

The total charge is +1. As for the gap between HOMO and LUMO: 8.647 eV. As for the SMILES: CCCNC1=[N+](CCC(=O)O)[C@@H](B(O)N(C)C)[C@@H](CON=O)N1CC(=O)N(C)C. The largest force on an atom is 4.54 eV/A. As for the HOMO energy: -12.003 eV. Its multiplicity is 1.

CARTESIAN COORDINATES (ANGSTROEM)
C -4.54 1.35 -2.16
C -3.61 1.43 -0.83
C -3.51 -0.10 -0.29
N -2.59 -0.20 0.87
C -1.30 -0.01 0.68
N -0.34 -0.03 1.83
C 0.45 -1.29 1.88
C 0.26 -1.88 3.37
C -1.30 -2.29 3.46
O -2.15 -1.61 4.06
O -1.69 -3.48 2.78
C 0.43 1.24 1.53
B 1.71 1.62 2.43
O 1.45 1.88 3.84
N 3.13 1.74 2.01
C 3.73 0.45 1.57
C 3.97 2.42 3.05
C 0.40 1.46 -0.08
C 1.72 1.78 -0.88
O 1.32 2.41 -2.16
N 2.35 2.28 -3.04
O 2.01 1.63 -3.98
N -0.46 0.31 -0.43
C -0.63 -0.17 -1.79
C -0.78 -1.76 -1.97
O -1.42 -2.49 -1.16
N -0.22 -2.49 -3.13
C -0.52 -1.80 -4.42
C 1.23 -2.78 -2.94
H -4.42 2.29 -2.80
H -4.32 0.40 -2.76
H -5.61 1.22 -1.77
H -2.56 1.83 -1.10
H -4.06 2.13 -0.05
H -4.57 -0.33 0.11
H -3.31 -0.83 -1.13
H -2.89 -0.39 1.85
H -0.03 -2.09 1.19
H 1.53 -1.21 1.55
H 0.43 -1.09 4.18
H 0.90 -2.81 3.56
H -0.86 -3.85 2.38
H -0.35 2.03 1.87
H 0.51 2.16 3.89
H 3.17 -0.08 0.73
H 4.77 0.71 1.14
H 3.93 -0.20 2.49
H 5.03 2.51 2.64
H 3.61 3.49 3.28
H 4.03 1.80 4.02
H -0.31 2.37 -0.21
H 2.38 0.87 -1.06
H 2.31 2.61 -0.33
H 0.20 0.14 -2.52
H -1.59 0.29 -2.23
H 0.47 -1.58 -4.97
H -1.08 -2.54 -5.10
H -1.20 -0.89 -4.33
H 1.68 -3.36 -3.82
H 1.79 -1.80 -2.77
H 1.33 -3.44 -2.01

Entry 4:
Here is a molecular structure, CF3O3STl at a distorted geometry from the OMol25 dataset. Energies are from ωB97M-V/def2-TZVPD.

The total charge is +2. As for the gap between HOMO and LUMO: 4.790 eV. The largest force on an atom is 11.10 eV/A. As for the HOMO energy: -21.553 eV. Its multiplicity is 1.

CARTESIAN COORDINATES (ANGSTROEM)
Tl -0.11 -3.39 2.84
C -0.55 1.04 -0.86
F -1.14 0.30 -1.83
F 0.23 2.03 -1.31
F -1.49 1.64 -0.07
S 0.57 -0.18 0.16
O -0.31 -1.07 0.97
O 1.33 -0.97 -0.88
O 1.47 0.60 0.99